Molecular formula: C24H29N5O4
Method: DFT, ωB97M-V/def2-TZVPD

Results
SMILES: COc1cccc(CN2CCNC(=O)[C@@H]2CC(=O)NCc2cn3ccc(C)cc3n2)c1OC
Electronic energy (eV): -40999.502
E_LUMO (eV): 0.628
Total charge: 0
Kohn-Sham gap (eV): 8.68

Cartesian coordinates (Å):
C: -0.47805 6.97352 0.44926
H: -0.95691 7.51856 1.26176
O: 0.02699 5.80005 1.03280
C: 0.60081 4.85480 0.22544
C: 0.87219 5.07702 -1.11748
C: 1.53333 4.12798 -1.87767
C: 1.90159 2.92976 -1.30609
C: 1.58509 2.65125 0.01745
C: 0.95146 3.61853 0.80705
O: 0.78349 3.29637 2.11981
C: -0.28041 3.85696 2.86892
H: -0.33236 3.26007 3.77976
H: -1.22051 3.77068 2.32234
H: -0.08858 4.89917 3.12681
C: 1.91009 1.29379 0.59973
N: 0.99743 0.19917 0.27454
C: 0.99728 -0.24487 -1.10254
H: 1.98840 -0.07915 -1.52433
H: 0.81419 -1.32623 -1.07698
C: -0.08513 0.43318 -1.98928
N: -0.79390 1.47689 -1.28627
C: -1.07238 1.46638 0.03473
O: -1.77358 2.30881 0.55640
C: -0.38602 0.30342 0.74164
C: -0.52863 0.34257 2.26251
H: 0.17828 1.04608 2.69833
H: -1.53470 0.68111 2.51329
C: -0.31467 -1.04119 2.85780
O: -1.06215 -1.53783 3.67638
N: 0.80791 -1.64672 2.40253
H: 1.24260 -1.22698 1.58461
C: 0.98744 -3.07248 2.54559
C: 0.37254 -3.80001 1.38920
C: -0.29989 -5.00105 1.40003
N: -0.69270 -5.22984 0.11767
C: -1.38287 -6.24394 -0.45111
C: -1.64527 -6.21155 -1.78459
C: -1.20671 -5.13163 -2.59085
C: -0.50985 -4.10754 -2.00619
C: -0.24149 -4.14315 -0.63090
N: 0.40159 -3.28181 0.13737
H: -0.15171 -3.26521 -2.57626
C: -1.51864 -5.14222 -4.05396
H: -1.10671 -4.26520 -4.54555
H: -2.59675 -5.15734 -4.21014
H: -1.10371 -6.03380 -4.52242
H: -2.19593 -7.01982 -2.23832
H: -1.69976 -7.04726 0.19684
H: -0.52059 -5.67386 2.20210
H: 0.50519 -3.38732 3.47409
H: 2.05952 -3.29057 2.60153
H: -0.88334 -0.61290 0.38703
H: -1.16928 2.24248 -1.82617
H: -0.80236 -0.32962 -2.32301
H: 0.36777 0.87839 -2.87801
H: 2.89570 0.97772 0.24418
H: 1.95762 1.37450 1.68555
H: 2.43698 2.19612 -1.89004
H: 1.76467 4.33854 -2.91116
H: 0.59650 6.01261 -1.57677
H: -1.22131 6.75272 -0.32333
H: 0.32021 7.59190 0.02434

Atomic forces in eV per Å
C -0.1 0.2 -0.1
H 0.0 0.0 -0.1
O 0.2 -0.5 0.0
C 0.0 0.1 0.1
C -0.1 0.1 0.1
C 0.1 -0.2 -0.1
C 0.1 0.2 0.0
C 0.1 0.3 0.2
C 0.2 -0.1 -0.2
O 0.3 0.1 -0.3
C -0.4 0.2 0.4
H 0.0 0.0 0.0
H 0.1 0.0 0.1
H 0.0 -0.2 0.0
C 0.0 0.1 0.2
N 0.0 -0.1 0.0
C 0.0 -0.2 -0.3
H 0.0 0.0 0.0
H 0.1 0.2 -0.1
C 0.0 -0.2 0.0
N -0.2 0.1 -0.3
C 0.0 -0.3 -0.4
O -0.2 0.2 0.4
C 0.0 0.1 0.3
C -0.2 -0.1 -0.1
H 0.0 0.0 0.0
H 0.1 -0.1 0.0
C 0.1 0.4 0.0
O -0.3 -0.1 0.1
N 0.4 -0.3 0.0
H -0.1 0.1 0.0
C 0.0 0.0 0.2
C -0.4 -0.6 0.1
C 0.4 0.4 0.8
N 0.2 0.5 -0.5
C -0.4 -0.5 -0.5
C 0.0 -0.1 0.4
C 0.3 0.5 0.1
C -0.3 -0.4 -0.4
C 0.1 -0.1 0.4
N 0.1 0.2 -0.2
H 0.0 0.1 -0.1
C 0.0 0.0 0.0
H 0.0 0.0 -0.1
H -0.1 0.0 -0.1
H 0.0 0.0 -0.1
H -0.1 -0.1 0.0
H 0.0 0.0 0.0
H -0.1 -0.2 0.1
H 0.2 0.0 -0.1
H -0.1 0.0 0.0
H 0.1 0.1 0.0
H 0.0 0.0 0.2
H 0.2 0.0 -0.1
H 0.0 0.0 0.0
H -0.1 0.1 0.1
H 0.1 0.0 -0.1
H 0.1 -0.1 -0.1
H 0.0 0.0 -0.1
H 0.0 0.1 0.0
H 0.0 0.0 0.0
H 0.0 0.0 0.0

Population analysis type Löwdin, resulting atomic charges in e:
1. C -0.08
2. H 0.10
3. O -0.10
4. C -0.18
5. C -0.02
6. C -0.09
7. C -0.07
8. C -0.13
9. C -0.16
10. O -0.08
11. C -0.06
12. H 0.10
13. H 0.09
14. H 0.09
15. C -0.09
16. N -0.13
17. C -0.15
18. H 0.11
19. H 0.08
20. C -0.14
21. N 0.08
22. C -0.44
23. O 0.07
24. C -0.19
25. C -0.02
26. H 0.11
27. H 0.13
28. C -0.49
29. O 0.06
30. N 0.07
31. H 0.11
32. C -0.12
33. C -0.25
34. C 0.00
35. N -0.01
36. C -0.03
37. C -0.03
38. C -0.28
39. C 0.04
40. C -0.26
41. N 0.16
42. H 0.11
43. C -0.05
44. H 0.08
45. H 0.08
46. H 0.08
47. H 0.11
48. H 0.13
49. H 0.12
50. H 0.12
51. H 0.12
52. H 0.17
53. H 0.15
54. H 0.11
55. H 0.11
56. H 0.13
57. H 0.12
58. H 0.11
59. H 0.10
60. H 0.10
61. H 0.10
62. H 0.10